1.
89
Properties=species:S:1:pos:R:3:forces:R:3:lowdin_spin:R:1 method="wB97M-V/def2-TZVPD" lumo_ev="-8.6592 / -8.6624" homo_ev="-12.37 / -12.79" fmax_ev_per_a=0.3 charge=+2 multiplicity=2
Pb -0.570962 -0.348553 0.073353 -0.07 -0.12 -0.12 0.03
I -2.832008 -3.354821 3.848810 0.03 -0.01 0.03 0.00
Se 2.582108 -1.349525 -0.904516 0.04 0.00 0.08 0.59
Si 2.424443 -0.764475 3.575959 -0.12 0.27 -0.02 0.00
F 0.308501 2.557004 1.431372 0.08 0.05 0.13 0.00
O -0.871036 -2.851057 0.683096 0.14 0.04 0.18 0.00
N 1.732861 0.743736 2.781974 0.00 -0.11 0.04 0.00
N -5.291961 0.804902 -1.122607 -0.14 0.05 -0.02 0.00
N -2.938919 1.673131 -1.159454 0.00 -0.06 0.00 0.00
N -2.142257 -1.238769 -1.395734 0.02 0.04 0.09 0.00
N -3.726217 0.415919 0.869277 0.04 0.02 -0.02 0.00
N -2.511919 0.059557 1.358743 0.01 0.00 -0.04 0.01
N -3.426651 -0.820079 -1.322874 0.01 0.01 -0.08 0.00
N -6.373064 0.569338 -0.334991 0.06 -0.06 0.16 0.00
N -1.596324 1.562223 -1.055706 0.02 -0.05 0.00 0.00
N -1.283896 -5.014778 1.105648 0.01 -0.02 0.00 0.00
C -3.251448 2.880916 -1.659231 -0.01 0.03 0.00 0.00
C -2.962485 -3.380793 1.719467 -0.02 -0.03 0.01 0.00
C 3.358496 3.820482 3.877405 -0.05 -0.07 -0.04 0.00
C -4.530128 0.753933 1.889078 -0.04 0.03 0.04 0.00
C -2.083779 3.571389 -1.912212 -0.02 -0.02 0.02 0.00
C 1.471443 4.333254 2.352442 -0.08 -0.21 -0.07 0.00
C 5.485563 0.726740 -5.914987 0.01 0.01 0.00 0.02
C -2.137943 -2.403951 -2.038915 0.01 -0.04 0.01 0.00
C -2.572255 0.176559 2.686027 0.02 -0.04 -0.02 0.00
C 2.161123 -0.476516 5.395401 0.08 -0.06 0.04 0.00
C 2.062614 1.963410 2.918864 0.05 0.17 0.04 0.00
C -1.618585 -3.722617 1.136097 -0.11 0.05 -0.11 0.00
C 3.460906 -0.718386 -2.407123 -0.07 0.00 -0.03 0.09
C 2.513067 4.723946 3.179455 0.07 0.13 0.06 0.00
C 5.261643 0.529761 -3.415544 -0.03 -0.06 -0.03 0.00
C -3.433310 -2.757974 -2.399029 0.01 0.01 0.01 0.00
C 4.635581 0.066601 -2.274694 0.09 0.02 0.01 0.07
C 2.956748 -1.026173 -3.701632 -0.01 0.00 -0.06 0.07
C 3.628266 -0.546347 -4.807264 -0.01 0.02 0.06 -0.01
C -3.832401 0.609301 3.074834 -0.02 0.02 -0.05 0.00
C 4.779474 0.235124 -4.690422 0.01 0.00 0.02 0.10
C 5.223336 0.409018 -0.936224 -0.05 0.07 0.01 0.01
C 1.258362 2.986032 2.213098 -0.04 -0.03 -0.05 0.00
C 4.193513 -0.914695 3.045517 0.04 -0.04 0.03 0.00
C -4.217106 -1.725970 -1.921584 -0.06 0.04 0.00 0.00
C -1.075586 2.696759 -1.514972 0.00 0.01 0.02 0.00
C 3.151704 2.490614 3.755542 -0.06 -0.07 -0.05 0.00
C 1.727144 -1.863519 -3.903736 -0.02 0.00 0.01 0.01
C -7.058777 1.013851 -2.435376 0.13 0.01 -0.04 0.00
C -7.427470 0.705636 -1.112186 0.01 -0.01 0.00 0.00
C -5.690966 1.058445 -2.399797 -0.07 0.01 -0.08 0.00
C 1.406281 -2.185002 2.988162 0.07 -0.04 -0.01 0.00
B -3.883314 0.529759 -0.676157 0.04 0.02 0.06 0.00
H 2.694102 5.786398 3.298304 0.01 0.00 0.00 0.00
H 6.160273 1.126010 -3.319876 0.02 0.02 0.00 0.00
H -5.280959 -1.571513 -1.980535 -0.04 0.00 -0.01 0.00
H 0.380520 -2.146634 3.355361 -0.07 0.02 0.02 0.00
H -3.257613 -2.387878 1.399346 -0.02 0.01 -0.01 0.00
H -8.415110 0.580653 -0.700635 -0.03 -0.01 0.02 0.00
H -1.716688 -0.082088 3.289514 0.03 0.00 0.02 0.00
H 1.856806 -3.103175 3.374745 -0.03 -0.04 0.01 0.00
H 3.251952 -0.782405 -5.794690 -0.01 0.00 -0.03 0.00
H 4.150745 4.214618 4.497005 0.01 -0.01 0.01 0.00
H -0.378938 -5.277497 0.750261 -0.01 -0.02 0.00 0.00
H -1.985161 4.555308 -2.331687 0.00 0.04 -0.02 0.00
H 0.850596 5.049144 1.833280 -0.01 0.01 -0.01 0.00
H 4.820499 -0.046703 3.242857 0.00 0.05 0.04 0.00
H 3.769390 1.774213 4.277508 0.03 -0.02 0.01 0.00
H 5.401180 -0.483489 -0.339103 0.01 -0.04 0.02 0.00
H 6.165903 0.936087 -1.064836 0.02 0.01 0.01 0.00
H -0.005891 2.826222 -1.548800 0.05 0.01 -0.01 0.00
H 0.881472 -1.468474 -3.339400 -0.01 0.01 -0.02 0.00
H 1.460188 -1.886954 -4.957777 -0.01 -0.02 -0.01 0.00
H 1.888335 -2.888542 -3.566381 0.01 0.00 0.02 0.00
H 6.268259 1.440595 -5.667370 0.00 0.00 0.00 0.00
H -1.210848 -2.930386 -2.194602 0.04 -0.02 -0.02 0.00
H -1.874198 -5.723637 1.506994 0.02 0.00 0.00 0.00
H 2.600328 0.442114 5.781310 0.05 0.03 0.00 0.00
H -3.756367 -3.625185 -2.945010 -0.01 -0.03 -0.01 0.00
H 1.382971 -2.272407 1.902898 0.02 0.00 -0.08 0.00
H -3.725534 -4.112034 1.467176 0.02 0.01 -0.02 0.00
H -4.974879 1.230934 -3.185532 0.02 0.02 -0.05 0.00
H 2.628029 -1.308762 5.928646 -0.02 -0.01 0.05 0.00
H 4.784901 1.201420 -6.602349 0.00 -0.01 -0.01 0.00
H -7.698238 1.178434 -3.283010 -0.02 0.01 -0.04 0.00
H 5.944332 -0.109221 -6.446736 0.00 0.00 -0.01 0.01
H -4.199420 0.778306 4.070120 -0.01 0.01 0.04 0.00
H 1.102761 -0.479892 5.655379 -0.05 0.00 -0.02 0.00
H -5.545511 1.045458 1.691379 -0.03 0.00 0.02 0.00
H 4.248410 -1.143039 1.981374 -0.01 0.00 -0.08 0.00
H 4.623819 -1.759384 3.589790 0.04 -0.02 -0.02 0.00
H 4.544454 1.049125 -0.367252 0.01 -0.02 0.02 0.00
H -4.277278 3.170918 -1.800323 -0.03 0.02 -0.01 0.00


2.
180
Properties=species:S:1:pos:R:3:forces:R:3:mulliken_charge:R:1 method="wB97M-V/def2-TZVPD" lumo_ev=0.3831 homo_ev=-9.52 fmax_ev_per_a=3.4 smiles=FC(F)C(F)(F)COC(F)(F)C(F)F.FC(F)C(F)(F)COC(F)(F)C(F)F.FC(F)C(F)(F)COC(F)(F)C(F)F.FC(F)C(F)(F)COC(F)(F)C(F)F.FC(F)C(F)(F)COC(F)(F)C(F)F.CCOCC.CCOCC.CCOCC.CCOCC.CCOCC.CCOCC multiplicity=1
F 19.974915 13.285050 15.198698 0.50 0.30 -0.34 -0.05
F 14.411467 19.374552 14.305018 0.10 -0.44 0.53 -0.09
F 21.722167 22.387445 12.290726 -1.04 1.46 -0.75 -0.28
F 23.253408 23.781039 13.958211 0.27 0.26 0.33 -0.26
F 14.476886 14.049114 11.487770 1.30 -0.86 -0.29 -0.22
F 14.653567 20.812855 12.727393 0.20 -1.21 -0.49 -0.39
F 19.459935 20.939970 15.907784 -0.86 0.04 0.05 -0.28
F 21.389703 20.316366 11.694320 0.05 0.63 0.82 -0.28
F 24.255737 21.746516 15.460483 1.17 -0.17 0.35 -0.29
F 9.098154 16.079284 13.949897 0.19 -0.06 0.02 -0.34
F 20.059225 18.997510 16.531253 0.39 -0.92 0.14 -0.02
F 14.315121 17.223980 12.506630 0.93 -0.56 0.81 0.05
F 12.660827 12.622509 12.885552 -0.25 2.15 0.19 -0.37
F 21.768774 13.070595 13.340148 1.02 0.66 -0.73 -0.30
F 19.099171 15.916129 13.356777 -0.21 0.17 0.05 -0.19
F 11.356721 15.783213 16.640975 -0.93 -0.23 -0.18 -0.09
F 12.547588 13.769331 10.525163 -0.73 -1.10 -2.17 -0.29
F 25.996074 9.165527 12.941761 0.44 -0.19 -0.17 -0.24
F 19.820157 12.412872 12.661902 -1.30 0.38 -1.07 -0.14
F 10.018681 18.202943 11.514303 0.12 0.02 -0.11 -0.37
F 13.361430 14.586945 13.727667 -1.00 -0.55 -0.18 0.09
F 17.418727 14.229134 11.810257 1.11 -0.28 -0.31 -0.17
F 16.909256 16.333779 11.470229 -0.03 0.27 -0.68 -0.24
F 9.362638 16.782936 9.174754 0.83 -0.57 0.86 -0.29
F 17.290556 19.928788 14.575295 0.61 -0.50 0.18 -0.18
F 23.711592 19.943202 10.539171 -0.08 0.80 0.57 -0.22
F 22.682137 24.105817 16.087869 0.46 -0.46 -0.46 -0.29
F 11.233801 16.603832 14.064697 -0.61 -0.38 0.57 -0.18
F 17.640193 15.027238 14.672310 0.01 -1.14 0.36 0.19
F 23.403596 9.031230 11.713703 -0.41 0.30 0.58 -0.31
F 11.489654 16.087698 9.113508 -1.34 -0.02 0.86 -0.25
F 10.975680 18.865475 9.704906 0.66 -0.22 0.02 -0.30
F 24.406943 10.906744 12.046731 -0.02 0.58 -0.34 -0.31
F 24.998807 9.952608 14.739923 0.16 -0.56 -0.56 -0.26
F 22.299332 21.542448 16.495903 0.66 -0.16 -0.39 -0.27
F 19.477600 11.228973 15.073001 -0.84 -1.38 -0.07 -0.35
F 22.557475 21.539728 9.668225 -0.62 0.52 -0.84 -0.28
F 9.238544 15.065465 16.549020 0.21 -0.27 0.06 -0.29
F 19.250470 18.958445 14.004111 -1.36 0.61 1.29 -0.27
F 14.474904 18.634019 10.877364 0.95 0.24 -0.32 -0.36
O 23.909236 17.804707 14.342926 0.13 1.52 -0.14 -0.22
O 17.271734 17.062628 14.046655 -0.48 1.45 -0.67 0.02
O 23.128347 20.936322 13.073832 -0.35 -0.15 -1.14 -0.46
O 21.076198 17.645587 18.920322 -0.97 2.03 1.46 -0.31
O 11.261137 14.437384 12.809527 0.22 -0.59 0.84 -0.28
O 22.700057 10.448410 13.405948 0.60 -0.80 0.26 -0.33
O 20.725818 11.881939 9.675489 -0.04 -0.04 0.70 -0.07
O 16.333416 12.221137 17.271494 -0.12 0.59 -0.32 -0.46
O 12.125827 17.567559 11.202423 0.41 0.35 -0.17 -0.34
O 15.686958 16.881760 18.043790 0.32 -0.04 -0.29 0.75
O 16.662579 21.398995 18.361618 -0.39 -0.99 -0.78 -0.21
C 21.391437 12.984163 9.122372 0.01 1.96 0.70 -0.72
C 15.055671 11.313657 15.471480 0.28 1.60 0.90 -1.41
C 14.864681 19.485813 13.042572 -1.12 0.29 -0.25 0.23
C 15.873381 16.930546 19.447229 -0.47 -0.19 0.29 -0.66
C 24.586641 17.807169 15.582314 -0.25 -1.94 0.07 0.19
C 19.639256 9.784566 9.372174 0.71 1.22 0.41 -0.97
C 17.098712 13.304892 17.791543 0.27 -0.67 0.08 1.40
C 22.523474 23.309340 14.993059 0.66 -1.13 0.13 0.03
C 17.057254 17.828232 19.744673 0.20 0.42 -0.41 -0.36
C 21.457871 15.574863 18.053197 1.02 -0.28 -0.43 -1.45
C 14.331322 16.226059 16.192252 0.05 0.14 -0.21 0.27
C 21.498336 18.996197 19.204004 0.40 -0.89 -0.29 0.02
C 10.455017 16.511552 9.952606 1.11 0.95 -0.82 0.60
C 13.210866 14.420448 11.434687 -0.79 1.91 1.22 0.54
C 18.611889 22.608190 19.036353 -0.19 -1.14 -0.38 -0.85
C 17.770707 15.877500 13.647980 0.07 -0.39 -1.23 0.48
C 18.264649 19.073098 15.015008 1.53 0.05 -0.58 0.76
C 24.852981 9.190902 13.604171 -2.54 0.60 0.72 0.18
C 22.955219 21.802287 15.289230 -2.32 0.97 0.58 0.99
C 20.437960 19.669564 20.032241 0.53 0.18 -0.04 -0.86
C 16.941724 13.264497 19.310529 0.30 -0.56 -0.83 -1.66
C 10.276920 15.723957 14.529786 0.11 0.89 0.27 1.21
C 22.343449 21.278237 12.000132 1.45 -3.11 -0.04 0.89
C 20.879177 12.069027 13.356801 0.53 -0.64 1.68 1.11
C 12.575556 18.615115 12.057768 -0.49 0.90 0.47 -1.45
C 25.992767 18.318880 15.383749 -0.73 0.85 0.29 -1.44
C 17.272809 22.665715 18.308141 0.07 0.12 0.81 -0.45
C 16.211652 12.252215 15.835777 0.00 -0.59 1.34 1.29
C 10.973373 17.846097 10.578545 -1.96 -0.98 0.42 0.82
C 12.551631 14.045872 12.748694 1.01 -1.36 0.74 0.72
C 10.666287 14.311871 14.134197 -0.89 0.05 -0.84 -1.22
C 14.808948 19.996873 17.632455 0.08 -1.40 0.60 -0.20
C 16.938653 15.340945 12.350521 -0.73 0.41 3.14 0.71
C 15.415054 21.351500 17.645546 0.53 1.02 0.22 -0.71
C 23.043300 16.842152 12.391509 1.00 0.38 1.66 -0.26
C 22.462963 20.729960 14.315958 1.41 -0.19 0.04 -0.37
C 23.270598 21.221702 10.736985 0.40 0.39 1.00 0.14
C 23.753257 9.930623 12.693632 0.52 -0.29 0.38 0.87
C 19.889202 11.171895 8.781412 1.22 -0.29 -0.99 -0.51
C 18.963211 19.718089 16.272818 -0.04 0.28 -0.07 0.20
C 14.630536 16.019017 17.640195 0.41 -0.10 1.17 -1.08
C 10.120157 15.959419 16.059380 0.84 -0.15 -0.40 -0.17
C 17.736483 17.686861 15.273667 0.69 -1.84 -0.90 -0.49
C 22.018722 13.947559 10.241182 0.48 -2.04 -1.24 -0.42
C 20.479447 12.072642 14.850026 0.29 -0.12 0.54 -0.24
C 14.055680 18.494863 12.157939 -0.41 0.08 -0.75 1.04
C 21.939317 17.012615 18.068641 0.16 -0.94 -0.03 0.65
C 23.294511 16.646054 13.888222 -1.00 -1.03 0.12 -0.10
C 21.464405 10.800664 12.719522 1.44 -0.37 -0.05 -0.96
H 16.909272 18.774815 19.160830 0.35 -0.64 0.70 -0.28
H 17.474158 22.952382 17.268556 -0.30 0.19 0.02 0.30
H 16.907021 17.710809 15.927699 -0.98 0.20 0.88 -0.50
H 19.174493 9.969132 10.353500 0.21 -0.45 -0.18 0.16
H 16.028452 15.916234 19.872700 -0.09 0.35 -0.29 0.14
H 18.371976 19.789199 17.231386 0.09 0.14 -1.21 -0.23
H 21.765489 11.072439 11.692766 -0.88 -0.23 0.18 0.36
H 15.903524 19.211658 12.960820 0.45 0.19 0.06 0.16
H 15.952040 13.534692 19.624613 -0.70 0.26 -0.11 0.32
H 19.004272 23.580699 19.151034 0.39 1.31 0.11 0.52
H 9.778435 16.949331 16.318809 -0.11 0.42 -0.19 0.32
H 25.946013 19.398557 15.200302 0.20 -0.16 -0.27 0.22
H 20.826968 9.904540 12.820673 -0.14 0.79 -0.42 0.31
H 14.179688 11.668892 16.060232 0.40 -0.35 -0.49 0.29
H 14.935781 14.994120 17.914884 -0.32 0.07 -0.38 0.21
H 14.881370 11.523633 14.417213 -0.28 -0.90 -0.15 0.35
H 20.643240 9.313588 9.478337 -0.90 0.02 0.07 0.21
H 20.233323 19.124063 20.960644 0.39 0.14 -0.07 0.39
H 16.575859 23.369481 18.803653 0.35 0.13 -0.38 0.42
H 17.039175 12.207481 19.576717 0.47 0.28 0.41 0.45
H 18.582515 22.154725 20.038086 -0.27 -0.01 -0.43 0.27
H 22.775389 19.710972 14.598040 -0.07 0.50 0.49 -0.24
H 19.513366 19.662813 19.498694 -0.75 0.39 -0.44 -0.21
H 15.544002 21.677705 16.584741 0.09 0.04 0.66 0.30
H 14.732024 22.044339 18.141471 -0.04 0.29 -0.05 0.45
H 17.622901 13.946377 19.809082 0.36 -0.25 0.14 0.37
H 21.739690 19.472223 18.213215 -0.35 0.03 1.00 0.04
H 24.492497 8.165930 13.883788 0.52 0.82 -0.22 0.26
H 17.135917 18.052614 20.824894 -0.09 -0.03 -0.54 0.50
H 18.970096 9.204626 8.757516 -0.09 -0.28 -0.20 0.42
H 18.134828 13.197974 17.430960 0.06 -0.10 0.48 0.08
H 16.084275 13.285475 15.540788 -0.55 0.33 -0.31 -0.49
H 10.266563 15.793461 10.788142 -0.06 0.25 -1.03 0.05
H 9.735498 13.676008 14.092069 1.16 0.59 -0.06 0.37
H 20.411689 11.114176 7.806073 0.07 -0.37 0.23 0.37
H 15.231100 19.411106 16.833440 0.11 -0.37 -0.35 -0.37
H 22.363704 16.154697 12.027718 -1.21 -1.88 -0.70 -0.22
H 22.331760 16.417070 14.474593 1.12 0.28 -0.76 0.00
H 15.216701 16.029470 15.577160 -0.22 -0.28 -0.02 -0.55
H 21.495445 23.349018 14.733474 -1.07 -0.04 -0.32 0.31
H 23.987145 15.800057 14.013031 -0.22 -0.09 0.20 0.59
H 19.019524 11.745406 8.515685 -0.88 0.28 0.43 0.37
H 20.795531 20.691385 20.231775 -0.47 -0.26 0.13 0.40
H 13.193836 15.507287 11.257320 -0.26 -0.33 0.03 -0.10
H 22.534298 17.767475 12.265663 0.10 1.15 -0.35 -0.10
H 12.485269 19.559906 11.539110 -0.75 0.46 0.16 0.59
H 26.521557 18.197117 16.328376 0.41 -0.24 -0.21 0.42
H 22.587636 14.724987 9.710101 -0.04 -0.29 0.21 0.52
H 24.102597 21.931590 10.863389 0.02 -0.44 -0.15 0.26
H 21.909935 17.494512 17.098978 0.10 -0.01 -0.60 -0.43
H 20.426920 15.528584 17.758400 -0.66 0.13 -0.05 0.16
H 19.335916 22.074063 18.402529 -0.17 -0.08 0.34 -0.04
H 21.996803 14.964772 17.316059 0.11 0.06 0.32 0.41
H 15.941105 15.046399 12.728116 0.26 0.78 -0.23 -0.55
H 12.041704 18.562136 13.013635 0.28 0.22 -0.25 0.27
H 13.746512 20.072893 17.465783 -0.43 0.11 -0.28 0.52
H 20.714237 13.637688 8.573153 -0.53 -0.10 -0.21 0.38
H 18.472517 16.980818 15.701063 0.06 0.93 0.09 0.56
H 18.005026 17.346285 19.425267 -0.49 0.30 0.12 0.16
H 14.926850 17.321407 19.882986 0.46 -0.07 0.07 0.29
H 22.717392 13.294766 10.820268 -0.43 0.89 -0.10 0.12
H 13.741419 16.252158 18.238932 -0.10 0.01 0.04 0.49
H 21.558849 15.160842 19.060623 0.01 -0.10 -0.23 0.40
H 15.301564 10.297199 15.808306 -0.18 0.21 -0.69 0.39
H 11.378269 13.937122 14.848217 0.24 -0.35 0.20 0.47
H 17.156688 11.944911 15.401799 0.23 -0.27 -0.22 -0.13
H 24.677367 16.714632 15.873510 -0.30 1.11 0.31 0.52
H 21.404341 20.741965 14.248977 -1.04 0.20 -0.20 0.61
H 13.492245 15.553263 15.936379 0.58 0.62 -0.25 0.06
H 14.096213 17.296857 16.042689 -0.29 -0.55 -0.08 -0.08
H 22.119184 12.657712 8.372594 0.38 -0.06 0.29 0.42
H 23.988608 18.381587 16.323095 0.46 -0.39 -0.21 -0.11
H 14.912879 19.363822 18.538840 0.14 0.83 -0.27 0.04
H 22.420666 18.983850 19.819809 -0.06 -0.21 -0.46 0.41
H 21.291797 14.448814 10.883560 -0.11 -0.45 -0.14 -0.19
H 16.793149 14.257956 17.387624 -0.50 0.47 -0.28 -0.65
H 21.302717 11.815561 15.528825 0.07 0.18 -0.32 0.27
H 26.412674 17.795803 14.522667 0.34 0.10 0.33 0.29
H 22.938474 17.133325 18.484366 0.55 -0.36 -0.21 0.47
H 23.993082 16.745099 11.872545 -0.10 0.41 -0.25 0.33